No. 1
Entry from the Open Molecules 2025 dataset: 7 unconnected molecules or ions with the total composition C37H59BrCl2NO26S6Si in a non-equilibrium geometry (wB97M-V/def2-TZVPD).

Structure (ORCA input):
```
! RIJCOSX wB97M-V def2-TZVPD def2/J DEFGRID3
* xyz 1 1
C -1.896 3.011 1.785
C -3.125 2.799 2.643
Cl -3.563 4.394 3.324
C -2.730 1.827 3.789
Cl -3.456 2.118 5.400
O -3.108 0.520 3.391
C -2.387 -0.453 3.999
O -2.829 -1.280 4.755
C -0.931 -0.475 3.571
C -0.725 -0.611 2.198
C 0.559 -0.604 1.734
N 1.570 -0.469 2.607
C 1.430 -0.332 3.933
C 2.648 -0.147 4.779
C 3.785 0.441 3.905
C 4.664 1.504 4.564
C 5.211 2.427 3.475
C 5.920 1.648 2.373
C 6.262 2.473 1.111
C 5.667 1.924 -0.214
C 4.699 2.924 -0.951
Si 2.854 2.490 -0.930
C 1.774 4.000 -1.243
C 2.420 1.937 0.844
C 2.397 1.015 -2.020
C 1.084 0.905 -2.457
C 0.723 -0.194 -3.223
C 1.665 -1.152 -3.524
C 2.980 -1.046 -3.114
C 3.345 0.052 -2.348
C 0.132 -0.340 4.456
Br -0.199 -0.152 6.295
H -1.498 2.086 1.364
H -2.155 3.661 0.953
H -1.117 3.536 2.334
H -3.959 2.392 2.083
H -1.657 1.950 3.935
H -1.570 -0.711 1.536
H 0.760 -0.682 0.675
H 2.523 -0.462 2.229
H 2.970 -1.091 5.215
H 2.404 0.565 5.560
H 3.318 0.873 3.027
H 4.427 -0.386 3.612
H 4.101 2.060 5.314
H 5.491 0.982 5.047
H 5.930 3.112 3.926
H 4.390 3.041 3.103
H 6.854 1.281 2.803
H 5.376 0.752 2.082
H 7.345 2.442 1.000
H 6.018 3.523 1.265
H 5.151 0.979 -0.046
H 6.487 1.735 -0.902
H 4.784 3.865 -0.401
H 5.050 3.135 -1.960
H 2.055 4.564 -2.129
H 1.941 4.658 -0.386
H 0.719 3.733 -1.222
H 1.331 1.980 0.939
H 2.746 0.901 0.948
H 2.912 2.629 1.522
H 0.345 1.655 -2.212
H -0.302 -0.294 -3.551
H 1.376 -2.023 -4.102
H 3.715 -1.801 -3.353
H 4.363 0.157 -1.997
C -5.870 -3.850 5.574
C -4.782 -3.554 4.565
O -5.051 -4.462 3.481
S -6.637 -4.698 3.364
O -7.149 -3.846 2.349
O -6.880 -6.092 3.354
O -7.041 -4.093 4.785
H -5.651 -4.752 6.149
H -6.041 -3.020 6.254
H -3.786 -3.722 4.959
H -4.859 -2.534 4.191
C -6.979 -5.735 -0.619
C -6.555 -4.337 -1.004
O -5.598 -4.543 -2.056
S -6.000 -5.844 -2.905
O -6.707 -5.437 -4.064
O -4.861 -6.684 -2.984
O -7.044 -6.454 -1.861
H -6.236 -6.218 0.019
H -7.947 -5.753 -0.127
H -6.104 -3.794 -0.179
H -7.389 -3.759 -1.406
C 4.020 -0.150 -7.505
C 2.736 0.156 -8.246
O 1.962 0.919 -7.310
S 2.939 1.807 -6.399
O 3.008 3.118 -6.932
O 2.620 1.567 -5.041
O 4.303 1.043 -6.764
H 3.887 -0.972 -6.798
H 4.845 -0.377 -8.175
H 2.195 -0.739 -8.537
H 2.919 0.775 -9.127
C 3.222 -4.393 2.067
C 4.430 -4.157 1.185
O 3.921 -3.381 0.085
S 2.747 -2.438 0.589
O 3.266 -1.137 0.863
O 1.615 -2.616 -0.238
O 2.487 -3.153 2.003
H 2.586 -5.188 1.676
H 3.492 -4.616 3.095
H 4.871 -5.079 0.820
H 5.193 -3.566 1.697
C -3.906 5.394 -2.877
C -3.509 6.458 -1.874
O -2.370 5.901 -1.199
S -1.539 4.989 -2.223
O -0.462 5.748 -2.741
O -1.355 3.713 -1.627
O -2.661 4.867 -3.353
H -4.464 4.583 -2.404
H -4.482 5.796 -3.706
H -4.297 6.679 -1.160
H -3.197 7.380 -2.369
C -2.003 -1.737 -2.764
C -2.889 -1.671 -3.990
O -4.079 -1.012 -3.530
S -3.705 0.051 -2.400
O -3.586 1.332 -2.989
O -4.527 -0.184 -1.267
O -2.222 -0.487 -2.093
H -2.305 -2.545 -2.096
H -0.951 -1.847 -3.016
H -3.134 -2.651 -4.387
H -2.442 -1.060 -4.776
*
```

Summary:
HOMO = -11.0 eV
E = -9628.9461 hartree
E_LUMO = -3.94 eV

Here are the Löwdin charges for atoms 1 to 8, given in e: atom 1 (C): -0.127, atom 2 (C): -0.682, atom 3 (Cl): 0.637, atom 4 (C): -0.698, atom 5 (Cl): 0.675, atom 6 (O): -0.018, atom 7 (C): -0.464, atom 8 (O): 0.147


No. 2
Entry from the Open Molecules 2025 dataset: 3 unconnected molecules or ions with the total composition C37H59ClFN2O11 in a non-equilibrium geometry (wB97M-V/def2-TZVPD).

Structure (ORCA input):
```
! RIJCOSX wB97M-V def2-TZVPD def2/J DEFGRID3
* xyz 1 1
C -3.099 -1.989 4.032
C -3.090 -3.095 2.981
O -1.957 -3.937 3.165
C -1.195 -4.148 1.998
C -0.084 -3.128 1.861
C 1.047 -3.563 0.933
C 2.067 -2.422 0.746
C 2.525 -2.113 -0.711
C 1.858 -0.864 -1.244
C 0.663 -0.945 -1.990
C 0.045 -2.259 -2.371
C -1.215 -2.653 -1.543
C -0.224 -2.313 -3.914
C 0.545 -3.444 -4.604
C 0.108 0.290 -2.430
O -1.063 0.346 -3.124
C -2.270 0.247 -2.286
C -3.064 1.518 -2.062
C -3.362 2.304 -3.340
C -4.376 1.119 -1.336
C -4.075 0.482 0.029
C -5.280 0.203 -2.165
C 0.794 1.493 -2.235
C 0.212 2.702 -2.941
O -0.430 3.534 -2.401
N 0.513 2.663 -4.350
C -0.547 3.106 -5.195
O -1.116 2.412 -5.929
F -0.796 4.392 -5.126
N 1.944 1.541 -1.509
C 2.641 2.829 -1.295
Cl 3.189 3.478 -2.858
C 1.833 3.842 -0.450
C 2.492 3.992 0.921
C 2.462 0.396 -0.984
C 3.700 0.457 -0.129
C 4.982 0.354 -0.946
O 5.983 -0.054 -0.455
H -2.612 -1.104 3.627
H -2.479 -2.330 4.855
H -4.102 -1.738 4.353
H -3.998 -3.689 3.066
H -3.097 -2.656 1.982
H -1.842 -4.184 1.120
H -0.737 -5.134 2.084
H 0.340 -3.017 2.860
H -0.461 -2.138 1.603
H 1.555 -4.380 1.439
H 0.686 -3.972 -0.006
H 1.627 -1.513 1.148
H 2.946 -2.669 1.332
H 2.392 -2.944 -1.388
H 3.592 -1.955 -0.652
H 0.738 -3.064 -2.192
H -1.355 -2.043 -0.662
H -2.097 -2.576 -2.165
H -1.134 -3.700 -1.279
H -1.284 -2.346 -4.128
H 0.153 -1.387 -4.335
H -0.064 -4.341 -4.663
H 1.457 -3.683 -4.063
H 0.858 -3.155 -5.600
H -2.893 -0.520 -2.727
H -1.937 -0.101 -1.319
H -2.522 2.115 -1.332
H -3.004 3.324 -3.288
H -2.961 1.806 -4.215
H -4.436 2.369 -3.486
H -4.876 2.061 -1.120
H -3.206 0.948 0.489
H -3.802 -0.564 -0.121
H -4.929 0.507 0.695
H -5.203 0.365 -3.232
H -6.308 0.341 -1.844
H -5.051 -0.833 -1.924
H 1.314 3.270 -4.514
H 3.557 2.664 -0.763
H 1.799 4.775 -0.996
H 0.839 3.442 -0.297
H 2.037 4.798 1.480
H 3.560 4.149 0.813
H 2.355 3.065 1.478
H 3.702 -0.319 0.618
H 3.766 1.381 0.435
H 4.968 0.687 -1.996
C 8.605 6.949 -1.435
C 7.449 6.035 -1.109
C 6.719 5.476 -2.312
O 5.380 5.311 -1.809
C 5.212 6.198 -0.796
O 4.159 6.435 -0.297
O 6.386 6.750 -0.442
H 9.246 6.503 -2.195
H 8.241 7.912 -1.793
H 9.209 7.139 -0.550
H 7.772 5.231 -0.444
H 7.117 4.522 -2.648
H 6.693 6.174 -3.152
C -4.035 -4.585 9.269
C -4.999 -4.764 8.120
C -4.358 -4.795 6.751
O -5.389 -4.260 5.911
C -6.172 -3.461 6.684
O -6.993 -2.717 6.261
O -5.876 -3.629 7.993
H -3.189 -5.266 9.172
H -3.667 -3.559 9.301
H -4.525 -4.785 10.220
H -5.620 -5.649 8.279
H -4.091 -5.799 6.430
H -3.478 -4.150 6.680
*
```

Summary:
HOMO = -11.6 eV
E = -2942.2141 hartree
E_LUMO = -3.94 eV

Here are the Löwdin charges for atoms 1 to 8, given in e: atom 1 (C): -0.057, atom 2 (C): -0.259, atom 3 (O): -0.145, atom 4 (C): -0.236, atom 5 (C): -0.191, atom 6 (C): -0.184, atom 7 (C): -0.149, atom 8 (C): -0.107


Q: Which formula does entry 1 have?
A: C37H59BrCl2NO26S6Si